DFT (wB97M-V/def2-TZVPD) results for a cluster of 10 separate species, C56H160N24O12P8S2 in total in a non-equilibrium geometry.

Calculated values
* charge: 0
* SMILES: CN(C)P(=O)(N(C)C)N(C)C.CN(C)P(=O)(N(C)C)N(C)C.CN(C)P(=O)(N(C)C)N(C)C.CN(C)P(=O)(N(C)C)N(C)C.CN(C)P(=O)(N(C)C)N(C)C.CN(C)P(=O)(N(C)C)N(C)C.CN(C)P(=O)(N(C)C)N(C)C.CN(C)P(=O)(N(C)C)N(C)C.O=S1(=O)CCCC1.O=S1(=O)CCCC1
* orbital gap: 7.95 eV
* energy above the lowest of the compared OMol25 structures with the same formula, charge and spin: 0.361 eV
* calculated total energy: -216988.7263 eV
* E_HOMO: -7.90 eV

```
262
Properties=species:S:1:pos:R:3:forces:R:3
O 4.5109 -1.4478 5.7721 0.8227 0.0238 0.0098
P 3.1675 -1.1957 5.2427 -0.4518 -0.0234 0.4973
N 2.4256 -2.6952 5.0459 -0.6772 1.2641 -0.4790
C 1.0925 -2.8590 4.4541 0.7704 0.4587 0.0310
C 3.2136 -3.8945 5.0692 -0.5813 -1.5992 0.5232
N 3.0408 -0.4494 3.7539 -1.0729 0.8344 1.2808
C 3.3286 -1.3407 2.7003 2.3605 -0.2751 -1.3146
C 3.7375 0.8212 3.6930 0.8083 0.6742 2.1670
N 2.3872 -0.0958 6.2703 1.9596 -1.6621 -0.1330
C 2.7445 -0.3839 7.6667 -0.4379 -0.4912 1.4984
C 1.0556 0.3235 6.0588 -1.5942 1.3273 0.1343
H 0.5428 -1.9290 4.4999 -0.1937 0.1894 0.1716
H 0.5828 -3.6189 5.0075 -0.5962 -0.4923 0.3573
H 1.0940 -3.1538 3.3948 0.2930 -0.0897 0.0531
H 3.1949 -4.4445 4.1036 -0.1781 0.3491 0.2609
H 2.7820 -4.5811 5.8553 0.4936 0.3919 -0.7442
H 4.2493 -3.7206 5.3033 0.2222 0.3470 0.2143
H 2.8482 -2.2879 2.8456 -0.1409 -0.3462 -0.1747
H 3.0676 -0.9338 1.7283 -0.2528 0.1274 -0.1872
H 4.4527 -1.4898 2.7056 -0.8736 -0.2966 -0.4098
H 3.5918 1.3543 4.6978 -0.0451 -0.5475 -1.5440
H 4.8297 0.6902 3.6295 -0.0677 -0.2323 -0.1333
H 3.4652 1.4707 2.8808 -0.5788 0.0723 -0.4831
H 2.3997 0.3890 8.3702 -0.1922 0.2258 -0.6238
H 2.1840 -1.3023 8.0027 0.6804 0.4982 -0.1588
H 3.8322 -0.4896 7.9203 -1.0202 -0.0962 -1.0037
H 0.7741 0.3884 4.9999 0.2838 -0.2462 0.2005
H 0.9387 1.3314 6.4576 0.0812 0.3575 -0.0585
H 0.2812 -0.2194 6.6140 0.1303 -0.6314 -0.1532
O 5.3517 3.1751 -3.5609 0.0040 0.0990 -0.3010
P 4.3896 2.2669 -2.9041 0.9943 -1.0174 -0.9827
N 3.4688 1.4991 -4.1180 -0.7573 0.1392 0.4796
C 4.0915 1.4775 -5.4334 -0.1676 -0.4862 -1.2561
C 2.6400 0.3051 -3.8484 0.0481 0.6026 0.1999
N 3.3382 2.9683 -1.8755 -1.4963 -0.7389 -1.9046
C 3.9041 3.4999 -0.7103 1.2454 0.6499 1.2037
C 2.1837 3.7658 -2.3703 0.4051 -0.5017 1.1537
N 5.2757 1.1371 -1.9917 -0.6505 0.2572 0.2195
C 6.7266 1.1513 -2.1940 0.0582 -0.9072 -0.9357
C 4.8143 0.4355 -0.7740 -0.8120 -0.0159 -0.7600
H 3.3980 1.0551 -6.2236 0.3568 0.2311 1.0853
H 4.9668 0.8057 -5.4117 -0.0129 0.3431 -0.3156
H 4.3606 2.4709 -5.8391 0.1015 -0.4615 0.7379
H 2.1260 0.3698 -2.8935 0.2096 0.1154 0.3503
H 3.2102 -0.6203 -3.8622 0.3087 -0.2174 0.0355
H 1.8280 0.1860 -4.5731 0.2247 0.3049 -0.2774
H 3.1696 3.3946 0.0694 -0.0588 0.2162 0.8388
H 4.8625 3.0134 -0.4390 -0.7152 0.1422 -0.0891
H 4.1527 4.5488 -0.8727 -0.0591 0.3291 0.2751
H 1.8388 3.4303 -3.3338 -0.0167 -0.1452 -0.2273
H 1.4144 3.6336 -1.6157 -0.3628 -0.0248 -0.2260
H 2.3780 4.8389 -2.3640 0.4460 0.0594 -0.3123
H 7.0678 2.1205 -2.4630 0.1798 0.9447 -0.1354
H 7.2108 0.8657 -1.2820 0.2759 -0.2644 0.5572
H 7.1125 0.4855 -3.0216 -0.6837 0.2856 0.8085
H 5.3614 -0.4953 -0.6914 0.6497 0.0879 0.4325
H 3.8037 0.0318 -0.8845 -0.2902 0.4975 -0.1868
H 4.8066 1.0579 0.1485 0.4186 -0.4747 -0.4531
O 1.0615 4.2431 6.9794 -0.0679 0.7738 0.3648
P 2.1091 5.1217 6.3948 -2.0416 0.3007 1.4147
N 2.4855 4.5130 4.9633 1.7815 0.0710 -1.2704
C 3.8014 4.6542 4.3240 -0.4116 0.3414 -0.4562
C 1.5110 3.8102 4.1330 -0.8766 -0.3269 1.6911
N 3.5219 5.1781 7.2447 1.1882 -1.7321 -1.2029
C 3.9588 6.1568 8.1705 -1.1144 0.3806 1.4927
C 4.1695 3.8704 7.4620 0.4893 -0.7130 -0.0482
N 1.5682 6.7231 6.2165 0.2331 0.5596 -0.2742
C 0.6533 7.4534 7.1002 0.6130 -0.6196 -0.5011
C 2.1670 7.6675 5.2738 1.1239 -0.8311 -0.1188
H 3.6617 5.2045 3.3769 0.2544 -0.3647 0.0754
H 4.1603 3.6418 4.1336 0.2973 0.0875 -0.2717
H 4.5674 5.2011 4.8980 -0.6503 -0.2751 0.1341
H 0.7606 3.3199 4.7830 0.6174 0.0239 -0.0234
H 2.0255 3.0297 3.5893 -0.0344 0.1346 -0.4754
H 0.9089 4.4909 3.5641 0.2523 0.2908 -1.0784
H 3.6216 7.1653 7.8510 0.3280 -0.5528 0.4268
H 3.4838 5.8429 9.1430 0.5178 0.9990 -0.2900
H 5.0418 6.1022 8.3272 -0.1286 0.2312 -0.3105
H 3.9014 3.3281 8.4107 0.0929 0.8528 -0.6153
H 3.9490 3.1757 6.6570 -0.5855 -0.0109 -0.1089
H 5.2791 3.9094 7.3699 -0.5589 0.5490 0.4599
H 1.1449 7.8128 7.9846 0.3938 0.5219 0.5083
H 0.2345 8.2959 6.5359 -0.0419 -0.2279 0.2287
H -0.1101 6.7970 7.4270 -0.9774 -0.6318 0.2752
H 1.3681 8.2815 4.8284 0.3446 -0.4601 -0.3307
H 2.7973 7.0882 4.5532 -0.8499 0.6933 0.1231
H 2.8658 8.3854 5.7404 -0.1695 -0.1605 0.1954
O -0.7209 -4.8050 -8.1697 -1.6716 1.3417 1.1031
P -1.2654 -3.8556 -7.1133 1.1166 -0.9153 -1.3110
N -1.3005 -4.7247 -5.6886 -1.2482 1.1615 0.6005
C -1.6490 -4.1870 -4.3720 0.5829 0.2109 -0.6999
C -0.5954 -5.9527 -5.6174 1.4343 -0.7085 0.5060
N -2.7647 -3.0405 -7.1855 0.3302 -1.0791 -0.2557
C -4.0935 -3.5655 -6.8044 -0.2301 -1.1160 -1.2742
C -2.7495 -2.0587 -8.2759 0.6064 1.4098 0.2869
N -0.2125 -2.5361 -7.1866 -0.8808 0.6416 1.0795
C -0.3636 -1.3497 -6.2684 -0.7256 -0.8538 0.0946
C 0.7407 -2.4144 -8.3023 -0.2389 2.1078 0.4602
H -0.7271 -3.9517 -3.8149 -0.3251 0.4705 -0.0883
H -2.1787 -4.8874 -3.7462 -0.2977 -0.7344 -0.0647
H -2.3285 -3.3641 -4.5286 0.1381 0.6663 0.2862
H 0.4319 -5.8158 -5.2114 -0.4561 -0.0495 0.1347
H -0.4347 -6.2816 -6.6198 -0.1313 -0.7190 -0.5381
H -1.1053 -6.6990 -4.9776 0.0284 0.3421 -0.4332
H -4.6347 -2.9921 -6.0637 0.3728 0.3353 0.5446
H -4.8123 -3.5890 -7.6643 0.8503 0.1662 0.2522
H -4.0596 -4.6320 -6.5111 0.3318 0.6182 0.2127
H -3.7233 -1.9826 -8.7645 0.1520 -0.2087 0.0220
H -2.5065 -1.0568 -7.8388 -0.3645 -0.4789 -0.4120
H -1.9445 -2.2255 -9.0279 -0.7758 -0.2570 0.4121
H -1.3601 -1.2350 -5.7009 1.3394 -0.6555 -1.1529
H 0.4207 -1.2888 -5.5131 0.1335 -0.3940 0.0714
H -0.2375 -0.4672 -6.8610 -0.1065 0.7399 -0.5384
H 0.5454 -1.5912 -9.0558 -0.6559 -0.5391 0.7861
H 0.7784 -3.3104 -8.8565 0.2208 -1.0834 -0.2703
H 1.7015 -2.0947 -7.9135 0.4522 -0.4565 0.1967
O 4.5230 -6.1859 -1.3018 -0.0028 0.2989 -0.4893
P 3.2385 -5.6703 -1.8337 0.0523 -1.0476 0.3012
N 3.2902 -5.1100 -3.4054 -0.9672 1.2063 0.5755
C 3.7881 -6.0035 -4.3978 0.1175 -0.7488 -0.7117
C 2.5078 -3.9806 -3.9028 0.6528 -0.1765 0.7008
N 2.5524 -4.4611 -0.8979 -0.7158 -2.4429 -0.8594
C 3.4069 -3.3321 -0.8485 0.4375 1.1680 -0.2899
C 2.0352 -5.0334 0.3973 -0.1663 1.1772 -1.6052
N 2.1484 -6.9379 -1.7726 0.1861 0.5326 -0.5167
C 2.5105 -8.2005 -1.2461 0.3657 -1.5789 1.1088
C 0.8187 -6.8285 -2.2967 -0.1624 0.4915 0.2587
H 2.9506 -6.4372 -5.0242 0.9403 0.2152 0.5733
H 4.3895 -6.7600 -3.8967 -0.3306 -0.4498 -0.0527
H 4.5265 -5.5234 -5.0423 -0.2507 0.3059 -0.2783
H 3.0872 -3.2900 -4.4749 0.9654 0.5200 -0.2873
H 2.0789 -3.4484 -3.0905 -0.2911 0.5013 0.8175
H 1.6948 -4.1863 -4.5469 -1.0227 -1.1156 -0.8172
H 3.2345 -2.6554 -1.6954 0.3052 -0.2984 0.0142
H 3.0631 -2.7621 -0.0382 -0.1221 1.0928 1.3529
H 4.4609 -3.5761 -0.7308 0.2070 0.0121 -0.0005
H 1.2589 -5.7645 0.1072 0.0974 0.6342 0.6079
H 2.7808 -5.5335 0.9891 0.5754 -0.1773 0.2831
H 1.6829 -4.1204 0.8862 -0.3598 -0.6044 0.4244
H 2.3983 -9.0511 -2.0017 0.1089 0.9922 1.0316
H 3.5289 -8.1532 -0.8411 -0.0063 -0.1006 -0.7333
H 1.9574 -8.4192 -0.2915 -0.2727 -0.1533 -0.9176
H 0.6209 -5.7648 -2.4443 -0.2903 -0.0154 -0.1556
H 0.0942 -7.2080 -1.5544 0.0574 0.0247 -0.2999
H 0.6913 -7.3482 -3.2511 -0.0721 -0.1172 0.0472
O -3.7737 -3.9168 2.0113 -0.4337 -1.0773 -0.4607
P -4.3555 -5.2269 1.5674 0.4386 0.3483 2.6108
N -4.5977 -5.2136 -0.0184 -0.5935 -1.3665 -2.1505
C -5.0253 -6.3930 -0.8127 3.3166 -0.2404 0.8994
C -4.1695 -4.1696 -0.8971 -0.2295 1.2871 0.9227
N -5.7983 -5.6776 2.2829 1.8438 -0.8760 -0.0688
C -5.8131 -5.5117 3.7378 -0.9254 -0.7688 0.5168
C -7.0557 -5.5320 1.6326 -0.9815 1.2911 0.0549
N -3.4382 -6.5157 2.0974 -0.4327 -0.1297 -0.5841
C -2.0539 -6.2864 2.2878 1.6794 -0.7870 -0.4469
C -3.8130 -7.9209 2.3304 -0.5272 1.2329 -0.3748
H -5.7321 -6.0148 -1.4611 -1.8883 0.2679 -1.4888
H -5.3919 -7.1443 -0.1408 -0.3323 -0.5295 0.0361
H -4.1648 -6.8348 -1.4666 -1.2250 0.7376 1.2553
H -4.1238 -3.2199 -0.3583 0.6751 -0.2273 0.1175
H -4.9143 -3.9578 -1.6286 -0.8029 -0.2318 -0.9011
H -3.2612 -4.4351 -1.4000 0.7755 0.1129 -0.2804
H -4.9153 -5.8473 4.2995 -0.2662 0.3800 -0.9308
H -6.0951 -4.5057 4.0431 0.3307 0.3889 -0.0790
H -6.6310 -6.1316 4.1311 0.0978 -0.0997 -0.0914
H -7.8096 -6.1864 2.1355 0.3899 0.6509 -0.5605
H -7.2576 -4.4563 1.7553 -1.2215 -0.1524 0.0146
H -7.0646 -5.6550 0.5323 0.3186 -0.4816 0.7648
H -1.7948 -6.8510 3.1860 0.6319 -0.0327 -0.0961
H -1.4071 -6.5910 1.4097 -0.5291 -0.1174 0.8277
H -1.8082 -5.2627 2.4633 -0.1661 0.8001 0.1910
H -4.8734 -8.0200 2.1251 -0.0620 -0.2649 -0.0414
H -3.6372 -8.1520 3.3640 0.0225 -0.1551 0.7552
H -3.2263 -8.6374 1.7629 0.0864 0.1009 -0.4677
O 1.2815 -0.9942 -0.7297 -1.5186 0.9487 0.8663
P -0.0176 -0.3717 -0.2455 0.6267 -2.6893 -1.0197
N -0.0990 1.0173 0.5889 0.6274 0.5297 0.6727
C -0.0365 2.3920 0.0636 -2.7315 -1.7432 -1.5196
C 0.2577 1.0065 1.9881 0.2105 -1.1714 0.9875
N -0.8489 -1.4832 0.7476 1.4764 -0.1506 -0.0413
C -0.7993 -2.9540 0.5418 1.2614 1.6836 -0.5054
C -2.1310 -1.0983 1.2186 -1.6116 -0.4226 -0.9664
N -1.0014 -0.1008 -1.5422 -1.3906 1.1447 -0.4049
C -0.8439 -0.8677 -2.7652 0.0921 0.1060 -0.7603
C -2.3127 0.6302 -1.4740 0.7876 0.1378 -0.5098
H 0.8785 2.8553 0.3386 0.6247 0.6468 0.1498
H -0.9579 2.8966 0.4560 1.0647 0.1289 -0.1236
H -0.2013 2.2741 -1.0433 0.5187 0.5910 0.9281
H 0.5480 -0.0116 2.3418 -0.1983 0.6814 -0.3655
H -0.5955 1.3124 2.6015 0.0752 0.2554 0.0539
H 1.1139 1.6588 2.1685 -0.0870 0.0794 0.0526
H -0.5782 -3.4523 1.4715 0.0650 -0.2545 0.3859
H -1.7362 -3.2902 0.1724 -1.0085 -0.3733 -0.2692
H -0.0404 -3.1781 -0.2043 0.2134 -0.1058 0.0788
H -2.8948 -1.2142 0.3972 0.3489 -0.2776 0.5333
H -2.4468 -1.7888 2.0019 -0.1007 0.3931 0.3011
H -2.2033 -0.0515 1.4409 0.1570 0.4650 0.7319
H -1.8198 -1.3062 -3.1174 0.8123 0.1932 0.5309
H -0.5174 -0.1760 -3.5663 -0.1529 -0.3797 0.1226
H -0.0643 -1.6474 -2.6504 -0.5572 0.3780 0.0041
H -2.4971 1.1794 -2.4180 0.1736 -0.5673 0.2070
H -2.3503 1.4187 -0.7210 0.2759 -0.3464 0.2782
H -3.1295 -0.0693 -1.2780 -0.0390 0.0599 -0.2185
O 0.5787 5.4541 1.3886 0.7105 -0.5159 -0.2771
P -0.6373 6.2773 1.4380 -1.1719 -0.9899 0.9390
N -1.8240 5.8120 0.3539 1.6370 0.4160 0.0079
C -1.2894 5.4130 -0.9638 -1.3843 0.4125 0.1584
C -3.2337 5.8680 0.6440 -1.0027 -1.3792 -1.4923
N -0.2229 7.8344 1.2336 -1.3958 2.4996 0.0047
C -1.2025 8.8597 0.7242 1.0751 -0.2205 0.1982
C 1.0080 8.4776 1.7104 -0.6612 -1.0865 -0.8421
N -1.5086 6.1123 2.8604 0.1387 1.2710 -0.2836
C -1.4689 7.0536 3.9848 0.7196 -0.7097 0.0774
C -1.9039 4.7794 3.2088 -0.3204 -0.1955 -0.2831
H -1.6020 4.3888 -1.2489 0.0339 0.5678 0.0567
H -0.2140 5.4317 -0.8467 0.2350 -0.0127 -0.4339
H -1.6525 6.1598 -1.7102 0.4607 -0.7076 0.1526
H -3.3926 6.5043 1.4944 -0.2921 0.3312 0.1920
H -3.5970 4.8294 0.9073 0.0763 1.0110 -0.2906
H -3.8450 6.2054 -0.2658 0.8783 -0.2544 1.1943
H -0.7366 9.2692 -0.1737 -0.4687 -0.1363 -0.4104
H -2.2230 8.5113 0.5693 0.3191 -0.4180 -0.2378
H -1.2956 9.7398 1.3615 0.1620 -0.1821 0.6243
H 1.2546 9.2237 1.0023 0.3190 0.9479 -0.9000
H 0.9481 8.9723 2.6547 -0.3468 0.0899 0.9315
H 1.8077 7.7727 1.6780 0.5218 -0.6339 0.3124
H -1.5610 8.1221 3.6847 0.4374 -0.8065 0.0857
H -2.3183 6.8230 4.6291 -0.1401 0.0926 0.0092
H -0.5581 6.7923 4.5870 -0.5548 0.8729 -0.2060
H -1.8928 4.1344 2.3468 -0.0792 -0.1777 -0.4292
H -2.9009 4.7745 3.6114 -0.7067 0.0146 0.1806
H -1.2828 4.2968 3.9279 0.7745 -0.1783 0.8179
C -0.2505 2.6704 -7.5989 -0.6524 -0.5478 -2.6088
C -1.8169 2.5002 -7.7030 1.2323 0.4484 1.1364
C -2.3630 3.4837 -6.5872 0.1444 0.4003 -2.2470
S -1.3505 3.0264 -5.2856 -0.1599 -1.5568 2.1165
O -1.9762 1.7648 -4.8572 0.7607 1.0007 0.1866
O -1.0483 4.0632 -4.3356 -0.3085 0.1092 0.0982
C 0.1069 2.5863 -6.1819 -0.0435 -0.1365 1.1693
H -0.0004 3.6652 -8.0304 0.1550 -0.7746 0.1499
H 0.2654 1.8171 -8.1429 -0.5578 1.3238 0.1951
H -1.9953 1.4543 -7.4582 -0.5624 0.1061 0.2079
H -2.1436 2.6774 -8.7020 -0.4576 0.3984 -0.5594
H -3.3665 3.3428 -6.2521 -0.7025 -0.3870 0.0777
H -2.2562 4.5540 -6.8217 0.2777 -0.3905 -0.2157
H 0.2569 1.5783 -5.8444 0.3683 -0.5671 0.0798
H 0.9234 3.1998 -5.8822 0.6172 0.4838 0.3215
C -6.8031 0.4245 0.9200 -1.8238 -0.9599 -0.6498
C -7.4111 1.5233 1.7851 0.3474 1.2460 -0.6317
C -6.2748 2.3421 2.3962 0.2174 -1.4726 -0.8847
S -4.8778 1.9316 1.3419 1.7865 1.4109 -0.1528
O -3.5860 2.0276 1.9901 -0.4682 0.2255 0.1388
O -5.0251 2.5947 0.0588 -0.3476 -0.0318 0.5597
C -5.3349 0.3095 1.1542 0.4604 -3.0008 -0.4141
H -6.9040 0.6374 -0.1523 -0.3928 0.0135 0.3342
H -7.4435 -0.4350 1.1828 0.9299 -0.2964 -0.5810
H -8.0221 1.1183 2.5518 -0.4330 -0.4431 0.8005
H -8.0651 2.1594 1.1944 0.0230 0.0720 -0.1114
H -6.0796 1.9916 3.3915 0.4008 0.3531 0.5505
H -6.4115 3.3634 2.2516 -0.1968 1.8789 0.4136
H -5.0257 -0.2787 2.0277 -0.1847 0.3200 0.0905
H -4.8159 -0.1782 0.2971 -0.2402 0.6748 0.5284
```
Positions in Å, forces in eV/Å.